C17H25N2O | ωB97M-V with the def2-TZVPD basis set

```
45
Properties=species:S:1:pos:R:3:forces:R:3
C -2.7698 -0.2590 -3.1396 0.29 0.27 -0.65
N -2.4279 -0.6111 -1.8032 -0.41 -0.24 0.68
C -1.8206 -1.9055 -1.5803 -0.29 0.53 0.37
C -0.2957 -1.8453 -1.6234 -0.23 0.00 -0.71
C 0.2202 -0.5757 -0.9842 -0.42 0.96 0.04
N 1.5726 -0.3525 -1.0802 0.10 -0.26 0.95
C 2.2711 -1.0061 -2.1887 0.06 0.23 -0.47
C 3.7743 -0.7786 -2.1684 0.16 0.29 0.29
O 4.1289 0.5619 -1.8236 -0.48 -0.43 0.49
C 3.5961 0.9423 -0.5536 0.16 -0.10 -0.40
C 2.0764 0.9172 -0.5480 0.15 0.01 -0.71
C -0.6490 0.3259 -0.3890 1.21 0.00 -1.43
C -2.0539 0.4561 -0.8965 -0.44 -0.95 0.34
H -3.4302 0.6157 -3.1214 0.00 -0.27 -0.18
H -1.8884 0.0002 -3.7548 -0.15 0.02 -0.11
H -3.2777 -1.1043 -3.6186 -0.04 0.29 0.02
H -2.1448 -2.2772 -0.5924 0.00 -0.06 -0.22
H -2.2014 -2.5829 -2.3558 0.12 0.02 0.39
H 0.1179 -2.7311 -1.1159 0.09 0.28 -0.05
H 0.0073 -1.9289 -2.6818 0.04 0.18 0.43
H 2.0974 -2.0875 -2.1378 0.06 0.29 -0.07
H 1.8772 -0.6413 -3.1586 0.01 -0.06 0.36
H 4.2208 -1.5060 -1.4649 0.15 0.37 -0.18
H 4.1724 -0.9191 -3.1816 -0.05 -0.21 0.40
H 3.9543 0.2822 0.2570 0.22 0.13 -0.30
H 3.9499 1.9692 -0.4093 -0.07 -0.29 0.25
H 1.7011 1.7699 -1.1471 -0.07 -0.29 0.17
H 1.7300 1.0418 0.4848 0.08 -0.01 -0.21
H -0.2892 1.1630 0.2048 0.17 0.04 -0.63
H -2.2457 1.4259 -1.3918 0.34 -0.37 0.27
H -2.7099 0.4161 -0.0169 -0.48 0.22 -0.11
C -1.1068 -0.0732 2.0805 -0.65 -1.38 0.33
C -2.2395 0.6271 2.5006 -0.69 0.32 0.11
C -2.3971 1.4641 3.5980 -0.30 0.18 -0.61
C -1.4421 1.8458 4.5361 0.20 0.26 0.55
C -0.1301 1.4177 4.6567 -0.03 0.17 0.38
C 0.5750 0.5213 3.8489 0.25 0.03 -0.38
C 0.1512 -0.0879 2.6754 0.87 -0.26 0.20
H -1.2849 -0.8463 1.3196 0.17 0.63 0.54
H -3.1426 0.4913 1.8901 0.42 -0.10 0.42
H -3.4016 1.8928 3.7319 0.51 -0.24 -0.05
H -1.7839 2.5552 5.2984 0.14 -0.31 -0.26
H 0.4254 1.8180 5.5125 -0.22 -0.14 -0.33
H 1.6003 0.2953 4.1696 -0.45 0.09 -0.17
H 0.9132 -0.6968 2.1621 -0.47 0.17 0.27
```
Positions in Å, forces in eV/Å.

Its HOMO-LUMO gap is 5.301 eV. The net charge is +1. The relative energy (zero: lowest compared OMol25 entry of this formula, charge and spin) is 115.5 kcal per mole.